# 1
Density functional theory data (ωB97M-V/def2-TZVPD) for the molecule C4H7F2N.

## Properties
largest force on an atom = 0.042 hartree/bohr
SMILES = C=C(F)[C@@H](F)CN
LUMO = 1.0 eV
2S+1 = 1
E_HOMO = -9.5565 eV
charge = 0
Kohn-Sham gap = 10.54 eV

Last column: Löwdin charge in e.
Cartesian coordinates (Å):
C: -2.026 -0.643 -0.301  0.0832
C: -1.221 0.362 0.045  -0.3096
F: -1.435 1.022 1.199  0.0617
C: 0.096 0.789 -0.624  -0.2999
F: 0.370 2.001 -0.083  0.0215
C: 1.233 -0.194 -0.310  -0.2180
N: 1.209 -0.533 1.125  0.0029
H: -1.839 -1.331 -1.133  0.0739
H: -2.914 -0.810 0.284  0.0632
H: -0.004 0.830 -1.690  0.1382
H: 1.100 -1.121 -0.878  0.1170
H: 2.186 0.288 -0.585  0.1162
H: 1.143 0.349 1.623  0.0669
H: 2.105 -1.010 1.328  0.0829



# 2
Density functional theory data (ωB97M-V/def2-TZVPD) for the molecule C4H7F2N.

## Properties
largest force on an atom = 0.123 hartree/bohr
SMILES = FCC1(CF)CN1
LUMO = 1.0 eV
2S+1 = 1
E_HOMO = -9.9937 eV
charge = 0
Kohn-Sham gap = 10.98 eV

Last column: Löwdin charge in e.
Cartesian coordinates (Å):
F: -2.055 -0.827 -0.546  -0.1066
C: -1.427 -0.016 0.465  -0.1258
C: 0.018 0.042 0.186  -0.4461
C: 0.788 -1.254 0.235  -0.0597
F: 2.079 -0.950 -0.442  -0.1368
C: 0.232 1.140 -0.773  -0.2202
N: 0.762 1.386 0.513  0.0863
H: -1.912 -0.502 1.380  0.1520
H: -1.876 0.882 0.116  0.1015
H: 1.223 -1.322 1.483  0.1995
H: 0.114 -2.104 -0.206  0.1506
H: 0.957 0.966 -1.725  0.1581
H: -0.643 1.620 -1.281  0.1208
H: 1.741 0.940 0.596  0.1261



# 3
Density functional theory data (ωB97M-V/def2-TZVPD) for the molecule C4H7F3.

## Properties
largest force on an atom = 0.118 hartree/bohr
SMILES = FCCCC(F)F
LUMO = 0.9 eV
2S+1 = 1
E_HOMO = -10.7560 eV
charge = 0
Kohn-Sham gap = 11.63 eV

Last column: Löwdin charge in e.
Cartesian coordinates (Å):
F: 1.324 -1.354 -0.488  -0.0468
C: 1.808 -0.248 0.133  -0.2481
C: 1.247 1.317 -0.185  -0.1251
C: -0.298 1.298 0.240  -0.1330
C: -0.993 -0.071 -0.204  -0.3600
F: -2.300 -0.016 -0.498  0.0541
F: -0.895 -0.871 0.924  0.0161
H: 3.011 0.000 0.151  0.1375
H: 1.704 -0.488 1.198  0.0967
H: 1.730 2.146 0.696  0.1836
H: 1.285 1.626 -1.305  0.1200
H: -0.469 2.150 -0.251  0.0419
H: -0.483 1.600 1.244  0.0995
H: -0.531 -0.640 -1.082  0.1636



# 4
Density functional theory data (ωB97M-V/def2-TZVPD) for an isolated ion of composition C4H7FN and charge +1.

## Properties
largest force on an atom = 0.059 hartree/bohr
SMILES = FC1=[NH+]CCC1
LUMO = -4.4 eV
2S+1 = 1
E_HOMO = -16.6158 eV
charge = +1
Kohn-Sham gap = 12.17 eV

Last column: Löwdin charge in e.
Cartesian coordinates (Å):
F: 0.682 0.476 -2.428  0.2371
C: 0.386 0.325 -1.184  -0.2481
N: 1.135 0.703 -0.216  0.1954
C: 0.443 0.408 1.056  -0.1214
C: -0.590 -0.713 0.758  -0.0959
C: -0.934 -0.358 -0.764  -0.0142
H: 2.042 1.156 -0.343  0.2066
H: 1.026 0.161 1.960  0.1427
H: -0.023 1.391 1.311  0.1461
H: -1.506 -0.727 1.365  0.1345
H: 0.026 -1.629 0.722  0.1286
H: -0.808 -1.352 -1.254  0.1423
H: -1.881 0.159 -0.983  0.1461